Model a:
9
Properties=species:S:1:pos:R:3 method="wB97M-V/def2-TZVPD" homo_lumo_gap_ev=9.50 spin_multiplicity=1 homo_energy_ev=-8.8 lumo_ev=0.72
N -0.29873 -0.91974 0.98018
P 0.24961 0.03286 -0.27678
O 1.81784 0.15638 -0.09850
N -0.35326 1.50219 -0.18210
Cl -2.05980 1.79854 -0.25385
H -1.22581 -0.65333 1.24916
H -0.29828 -1.90288 0.74429
H -0.02853 -0.90742 -1.55511
H 2.19696 0.89339 -0.60730

Model b:
9
Properties=species:S:1:pos:R:3 method="wB97M-V/def2-TZVPD" homo_lumo_gap_ev=9.05 spin_multiplicity=1 homo_energy_ev=-9.7 lumo_ev=-0.69
N -2.16908 -0.28299 0.47531
N -0.88428 -0.24444 -0.10671
O 1.58030 0.49943 -0.06567
P 0.23423 0.82352 0.45250
Cl 4.01542 0.58166 -0.93602
H -2.53347 -1.22560 0.34413
H -2.17517 -0.02519 1.43667
H -0.84426 -0.66604 -1.05683
H 2.77630 0.53965 -0.54338

Decreasing stability: model a, model b

Model a:
9
Properties=species:S:1:pos:R:3 method="wB97M-V/def2-TZVPD" homo_lumo_gap_ev=9.03 spin_multiplicity=1 homo_energy_ev=-9.0 lumo_ev=0.05
N 1.19523 0.61520 -0.72099
N -0.29744 -0.36837 1.13878
O -1.21787 -0.25604 -1.00241
P 0.25469 -0.80050 -0.48884
Cl 0.65656 -0.68216 2.45557
H 1.97001 0.50600 -1.32219
H 0.67137 1.50185 -0.69754
H -1.64345 -1.02394 1.12665
H -1.58911 0.50796 -0.48904

Model b:
9
Properties=species:S:1:pos:R:3 method="wB97M-V/def2-TZVPD" homo_lumo_gap_ev=8.98 spin_multiplicity=1 homo_energy_ev=-9.6 lumo_ev=-0.60
O 0.30286 1.07540 0.22559
P 1.76291 1.23401 0.23919
N 2.33557 -0.39541 0.04296
Cl 4.04619 -0.72049 -0.01966
H 1.71702 -1.01466 0.53651
N -2.67659 -0.00566 -0.48230
H -1.75518 -0.38144 -0.67664
H -3.17303 -0.65849 0.12378
H -2.55975 0.86674 0.01057

Decreasing stability: model b, model a

Model a:
22
Properties=species:S:1:pos:R:3 method="wB97M-V/def2-TZVPD" homo_lumo_gap_ev=9.59 spin_multiplicity=1 homo_energy_ev=-9.0 lumo_ev=0.61
C 0.68512 -0.89512 -0.84487
N 0.98585 0.46971 -0.49630
C 2.37455 0.85597 -0.74136
C 0.54824 0.86457 0.82571
H 1.31670 -1.21147 -1.67235
H 0.86521 -1.64941 -0.05410
H -0.37405 -1.00876 -1.09865
H 2.54236 1.92776 -0.83467
H 2.79532 0.28525 -1.55944
H 2.95417 0.62634 0.17788
H 0.08075 1.85125 0.88180
H -0.20227 0.18965 1.24191
H 1.38578 0.87861 1.53820
O -1.37569 -2.52154 2.33675
H -0.44227 -2.64350 2.11480
H -1.64885 -1.75339 1.82883
O -1.69021 1.46339 -1.39672
H -1.86337 1.22144 -2.30660
H -0.73548 1.33310 -1.40647
O -2.59334 -0.38643 0.67341
H -2.11162 0.15095 0.05085
H -3.49687 -0.04836 0.74138

Model b:
22
Properties=species:S:1:pos:R:3 method="wB97M-V/def2-TZVPD" homo_lumo_gap_ev=10.58 spin_multiplicity=1 homo_energy_ev=-9.8 lumo_ev=0.76
C 0.97422 1.74570 0.73696
C 0.04377 0.56131 0.54868
C 0.62933 -0.71645 1.18333
N -1.34634 0.84996 1.01854
H 1.88354 1.44805 0.20178
H 0.56338 2.62665 0.24399
H 1.26102 2.02965 1.75057
H -0.13708 0.48803 -0.52528
H 0.17772 -1.58464 0.69578
H 1.66685 -0.73597 0.86230
H 0.29579 -0.73713 2.21689
H -1.75478 1.51221 0.37313
H -1.36595 1.20855 1.97524
O -0.50672 -1.45908 -2.14379
H -1.30750 -1.31349 -1.59560
H -0.25559 -2.36780 -2.07564
O -2.51428 -1.39105 -0.02794
H -2.09630 -0.73477 0.59384
H -3.43564 -1.48355 0.25929
O 2.42986 0.35165 -2.29867
H 1.64613 -0.17674 -2.11946
H 3.14858 -0.12110 -1.87396

Decreasing stability: model b, model a

Model a:
20
Properties=species:S:1:pos:R:3 method="wB97M-V/def2-TZVPD" homo_lumo_gap_ev=6.86 spin_multiplicity=1 homo_energy_ev=-3.2 charge=-1 lumo_ev=3.65
C -1.07214 1.43393 1.27035
O -1.71698 2.56388 0.57820
C -0.04863 0.52212 0.51404
C -0.32400 -0.96401 1.10739
C -0.02726 -2.08612 0.04277
O 1.10458 -1.76367 -0.64579
N 1.27784 1.06992 0.53816
H -0.57881 1.88632 2.12874
H -1.92067 0.77753 1.68830
H -0.83959 3.07408 0.43498
H -0.41093 0.47940 -0.60110
H 0.36711 -1.24435 1.99981
H -1.35698 -1.07668 1.24878
H 0.16104 -3.02954 0.48041
H -0.87910 -2.26373 -0.65304
H 1.90888 0.45171 -0.00507
H 1.60391 1.01114 1.48623
H -0.02142 -0.23251 -2.88539
H 1.05656 -1.04292 -2.09139
O 0.71206 -0.76463 -3.00813

Model b:
20
Properties=species:S:1:pos:R:3 method="wB97M-V/def2-TZVPD" homo_lumo_gap_ev=8.01 spin_multiplicity=1 homo_energy_ev=-4.0 charge=-1 lumo_ev=4.00
C 0.06153 0.06616 0.73551
C 1.27411 0.99557 0.81288
C 2.50296 0.30444 0.23851
O 2.15346 -0.49041 -0.86854
N -0.25849 -0.50581 -0.48864
C -1.33943 -1.62375 -0.43764
O -2.64612 -1.19570 -0.20920
H 0.28245 -0.72420 1.47927
H -0.72928 0.59100 1.12551
H 1.10465 1.94851 0.22791
H 1.44394 1.24850 1.84043
H 3.30376 1.00435 -0.06272
H 2.90580 -0.28155 1.10659
H 1.02791 -0.66712 -0.79250
H -0.68722 0.22878 -1.00259
H -1.22057 -2.04982 -1.47364
H -0.90356 -2.32403 0.30935
H -2.71621 0.39095 -0.55235
H -2.89907 1.64375 -1.44808
O -2.66062 1.44037 -0.54006

Model c:
20
Properties=species:S:1:pos:R:3 method="wB97M-V/def2-TZVPD" homo_lumo_gap_ev=7.18 spin_multiplicity=1 homo_energy_ev=-3.6 charge=-1 lumo_ev=3.60
C -0.06063 0.98769 0.84096
O -0.78570 1.69889 -0.08112
C -0.01942 -0.51741 0.52266
C 0.60716 -0.74064 -0.85310
C 2.06673 -1.15380 -0.76827
O 2.77926 -0.95033 -2.00822
N -1.36400 -1.07356 0.58803
H 0.97013 1.39233 0.91779
H -0.53295 1.08745 1.84178
H 0.59481 -1.01358 1.26592
H 0.07894 -1.46881 -1.46379
H 0.48075 0.17008 -1.43673
H 2.58418 -0.57733 0.00650
H 2.15868 -2.22665 -0.61767
H 2.55472 -0.07142 -2.32837
H -1.76351 -1.23130 -0.33165
H -1.98412 -0.44155 1.08466
H -2.19564 1.79194 0.35238
H -3.07368 2.52792 1.55707
O -3.09571 1.81007 0.91118

Decreasing stability: model c, model b, model a

Model a:
17
Properties=species:S:1:pos:R:3 method="wB97M-V/def2-TZVPD" homo_lumo_gap_ev=10.89 spin_multiplicity=1 homo_energy_ev=-9.8 lumo_ev=1.13
C 2.15998 -0.58667 -0.09503
C 1.35850 0.75111 0.10124
C -0.17659 0.82030 -0.00503
C -0.92063 -0.31905 0.65615
C -2.17419 -0.14807 -0.26117
H 3.27404 -0.62248 -0.08820
H 2.18910 -0.97882 -1.18818
H 1.66121 -1.47431 0.56660
H 1.61182 1.61276 -0.37427
H 1.42274 0.82739 1.18964
H -0.39568 0.43729 -1.13069
H -0.27861 1.87461 0.27399
H -0.63758 -1.29171 -0.05489
H -0.94354 -0.53715 1.81347
H -3.28121 -0.74225 0.00099
H -1.97315 -0.42592 -1.32595
H -2.89620 0.80296 -0.07867

Model b:
17
Properties=species:S:1:pos:R:3 method="wB97M-V/def2-TZVPD" homo_lumo_gap_ev=8.14 spin_multiplicity=1 homo_energy_ev=-7.5 lumo_ev=0.67
C -0.00337 -1.71789 -0.21256
C -0.40723 -0.85560 0.91788
C 0.39439 1.82458 0.36303
C 1.54818 2.14248 -0.57984
C -1.56902 -1.67366 -0.31382
H 0.49126 -1.10909 -0.96453
H 0.50202 -2.65579 -0.00046
H -0.65889 -1.42769 1.82397
H 0.22953 0.67447 0.52697
H 0.50441 2.22013 1.37430
H -0.59135 2.09253 -0.02442
H 1.21977 2.03007 -1.61611
H 1.86057 3.18705 -0.47895
H 2.44086 1.53275 -0.43733
H -2.21963 -1.83940 0.54577
H -1.83640 -0.72307 -0.77166
H -1.89140 -2.41606 -1.05317

Decreasing stability: model a, model b

Model a:
6
Properties=species:S:1:pos:R:3 method="wB97M-V/def2-TZVPD" homo_lumo_gap_ev=10.52 spin_multiplicity=1 homo_energy_ev=-9.6 lumo_ev=0.96
C -0.69763 -0.51947 0.24443
N -0.52277 0.74119 0.18632
N 0.81316 0.74395 0.20593
O 1.04545 -0.65658 0.13409
H -1.36442 -1.32727 0.40373
H 1.33621 1.30535 -0.46092

Model b:
6
Properties=species:S:1:pos:R:3 method="wB97M-V/def2-TZVPD" homo_lumo_gap_ev="8.86 / 8.15" spin_multiplicity=1 homo_energy_ev="-9.2 / -8.8" lumo_ev="-0.30 / -0.63"
C -0.13590 -0.26925 0.36801
N -0.87188 -0.86540 1.14010
N -2.80190 -0.20479 0.44703
O -2.59702 0.10723 -0.64088
H 0.94366 -0.19912 0.49022
H -0.52500 0.22843 -0.54066

Decreasing stability: model b, model a